Formula: C28H31Cl3NOPV
Source: the Open Molecules 2025 dataset
Level of theory: ωB97M-V/def2-TZVPD

Each line ends with the Mulliken charge.
Atoms and positions in Å:
C -0.663094 0.941189 -2.017703  1.632
C -1.479743 -0.235568 -2.151505  0.125
C -0.677058 -1.354432 -1.812434  1.369
C -2.854306 -0.344337 -2.727838  -1.829
C 0.646751 -0.874514 -1.374836  0.842
C 0.672853 0.557195 -1.538072  1.109
C 1.938777 1.329404 -1.546172  -1.786
C -1.089805 2.296647 -2.466361  -2.111
C -1.117357 -2.755998 -2.113050  -1.940
C 1.886376 -1.699624 -1.215393  -1.823
V -0.468117 0.105183 0.357986  0.176
Cl -2.692206 0.275003 0.870051  -0.563
Cl -0.645992 2.468099 0.662289  -0.527
Cl -0.934911 -2.228154 0.856421  -0.516
H -3.418319 0.575536 -2.600301  0.390
H -3.407746 -1.146621 -2.246288  0.361
H -2.828608 -0.582402 -3.793649  0.299
H -2.101527 -2.963431 -1.680072  0.347
H -0.390714 -3.497857 -1.783620  0.350
H -1.225442 -2.901553 -3.191455  0.385
H 1.678239 -2.558635 -0.561814  0.317
H 2.729751 -1.102149 -0.835897  0.381
H 2.219304 -2.106104 -2.184846  0.190
H 2.730530 0.788155 -1.013317  -0.030
H 1.837092 2.376586 -1.060916  0.258
H 2.294396 1.507880 -2.584018  0.130
H -2.034610 2.560493 -1.981889  0.398
H -1.262803 2.337239 -3.549371  0.377
H -0.327542 3.044045 -2.234560  0.336
O 2.712963 3.065754 -0.638349  -0.646
H 2.718612 3.414943 0.333770  0.061
N 0.630533 0.046785 1.737484  0.103
P 0.535383 -0.272900 3.345781  0.596
C -0.924240 -1.189968 3.956898  0.219
C -2.100606 -0.484407 4.237668  -0.483
C -3.328068 -1.148332 4.436857  -0.680
C -3.310659 -2.552145 4.503098  -0.403
C -2.135320 -3.268135 4.386218  -0.578
C -0.926470 -2.614312 4.110579  -0.258
C 2.033383 -1.223594 3.679450  0.413
C 3.108664 -1.143090 2.770854  -0.534
C 4.244305 -1.938989 2.976235  -0.618
C 4.345530 -2.706654 4.153770  -0.401
C 3.352362 -2.668566 5.107360  -0.679
C 2.169104 -1.978485 4.881993  -0.088
C 0.558380 1.176136 4.400440  0.304
C 0.388031 0.919411 5.783554  -0.017
C 0.385461 2.002030 6.690788  -0.808
C 0.497498 3.292974 6.174676  -0.277
C 0.662421 3.564709 4.821281  -0.862
C 0.734613 2.468500 3.909182  -0.272
H -2.049397 0.604268 4.314671  0.360
H -4.224351 -0.570316 4.600413  0.396
H -4.248614 -3.064504 4.731788  0.320
H -2.099984 -4.346821 4.596226  0.307
H 0.010376 -3.160373 4.033187  0.505
H 3.044347 -0.443071 1.930133  0.419
H 5.034676 -1.933382 2.217551  0.382
H 5.234817 -3.327468 4.298099  0.341
H 3.475532 -3.226376 6.082301  0.268
H 1.353438 -2.007390 5.606996  0.286
H 0.256806 -0.092668 6.134619  0.178
H 0.288517 1.781830 7.754010  0.377
H 0.445094 4.142751 6.875239  0.285
H 0.735507 4.566801 4.414489  0.440
H 0.879189 2.611976 2.853319  0.397

Atoms 1-3, force components in eV/Å:
C 0.54 -1.01 0.42
C 1.89 0.25 0.24
C 0.95 1.04 0.05

Properties
Charge   -2
Multiplicity   2
E_tot   -105620.698 eV

---

Formula: C17H19AgBr2N3O3
Source: the Open Molecules 2025 dataset
Level of theory: ωB97M-V/def2-TZVPD

Each line ends with the Mulliken charge.
Atoms and positions in Å:
C -2.727604 -0.631586 2.546694  -0.903
C -1.890694 -0.552540 1.419139  -0.686
C -0.723233 -0.444103 0.277380  1.875
C -0.617950 -1.963583 -0.413510  -0.202
N -0.586468 -3.073745 -1.072089  -0.570
C 0.782844 -0.198355 0.960477  -0.371
C 1.509673 -1.605557 1.410802  -0.534
C 2.787124 -1.241323 2.425221  -0.496
O 3.298243 -2.503099 3.005493  -0.281
C 4.695802 -2.758231 2.607836  0.586
C 5.968071 -1.732719 2.925316  -0.688
O 5.016589 -3.901860 1.979743  -0.512
C -1.047580 0.662840 -0.923224  1.612
C -0.028492 0.199789 -2.170688  -0.190
N 0.819746 -0.142285 -3.115774  -0.601
C -2.557792 0.574914 -1.530283  -0.844
C -2.802238 -0.499628 -2.734475  -0.571
C -2.712291 0.214887 -4.244803  0.300
N -1.888878 -0.372312 -5.388107  -0.575
O -3.336378 1.394594 -4.511503  -0.498
C -0.534016 2.191690 -0.546209  -0.150
Br 1.232599 2.853363 -1.325244  -0.061
C -1.241164 3.162428 0.324274  -0.133
C -2.695448 2.819291 0.993792  -0.627
Br -0.441994 5.004231 0.689996  -0.134
H -3.350925 -0.444160 3.546798  0.374
H 1.520296 0.331761 0.195442  0.224
H 0.615019 0.447147 1.947259  0.354
H 0.762089 -2.302597 1.983590  0.345
H 2.014612 -2.162811 0.487779  0.284
H 2.490593 -0.431845 3.240338  0.202
H 3.629634 -0.809418 1.701371  0.325
H 5.538783 -0.654646 3.079647  0.238
H 6.485250 -2.070540 3.926116  0.287
H 6.729405 -1.683262 2.012681  0.268
H -3.410193 0.380000 -0.721517  0.333
H -2.808492 1.656343 -1.969773  0.440
H -3.944441 -0.839278 -2.649064  0.383
H -2.180928 -1.490026 -2.669580  0.258
H -0.856795 -0.319785 -5.168130  0.307
H -2.187991 -1.373959 -5.477618  0.312
H -3.538111 2.513186 0.205064  0.277
H -3.093000 3.850355 1.448514  0.352
H -2.654522 2.080601 1.914899  0.118
Ag -2.038754 5.865831 -0.624069  0.574

Atoms 1-3, force components in eV/Å:
C 6.02 1.38 -7.37
C -4.77 -0.01 7.54
C 0.21 -2.01 0.61

Properties
Charge   +1
E_tot   -172608.810 eV

---

Formula: C6H13N4
Source: the Open Molecules 2025 dataset
Level of theory: ωB97M-V/def2-TZVPD

Each line ends with the Mulliken charge.
Atoms and positions in Å:
N -2.373836 0.240312 1.045157  -0.412
C -1.671726 -0.775497 0.373617  -0.178
C -0.946361 -1.917388 1.033097  -0.460
N -0.171013 -0.860828 0.398619  0.083
C 0.790717 -1.106808 -0.682344  -1.095
C 1.244176 0.284855 -1.218737  0.326
C -0.047765 1.045209 -1.307999  -0.452
N -0.141158 1.971598 -0.452935  -0.396
N 0.824040 1.845092 0.507155  -0.324
C 2.023779 1.155853 -0.196683  -0.735
H -2.453141 0.994251 0.386857  0.318
H -2.224194 0.477188 2.011518  0.260
H -2.050561 -1.142926 -0.641616  0.302
H -0.946395 -2.092576 2.095299  0.252
H -0.986042 -2.951743 0.613733  0.245
H 0.010827 -0.203283 1.156139  0.368
H 0.464235 -1.635471 -1.489083  0.450
H 1.485971 -1.717541 -0.296096  0.600
H 2.019594 0.177438 -2.001202  0.464
H -0.802998 1.013397 -2.124566  0.411
H 0.849243 2.783920 0.889867  0.305
H 2.457347 0.691071 0.697177  0.295
H 2.645261 1.723879 -0.796973  0.371

Atoms 1-3, force components in eV/Å:
N 0.55 -1.15 -1.77
C -1.60 -2.33 -0.58
C -1.72 -1.60 -0.13

Properties
SMILES   N[C@@H]1C[N@H+]1C[C@H]1C=NNC1
Energy relative to the best compared isomer or geometry (same formula, charge and spin)   3.6297 eV
Charge   +1
E_tot   -12383.279 eV